This record from the Open Molecules 2025 dataset describes a cluster of 3 separate species, C2H9O3 in total at a distorted geometry. The level of theory is ωB97M-V/def2-TZVPD.

XYZ file:
```
14
Properties=species:S:1:pos:R:3:nbo_charge:R:1
C 0.668 -0.927 0.207 -0.025
O -0.297 -0.125 0.759 -0.923
C 1.456 -0.269 -0.957 -0.652
H 0.347 -1.916 -0.134 0.120
H 1.410 -1.150 1.049 0.084
H 1.684 0.789 -0.799 0.208
H 0.795 -0.310 -1.824 0.189
H 2.378 -0.821 -1.135 0.173
H -2.285 -1.362 -0.233 0.469
H -1.647 -0.197 -0.847 0.501
O -2.177 -0.972 -1.111 -0.988
H 1.298 1.983 1.386 0.421
H 0.155 1.147 1.054 0.491
O 0.398 2.235 1.140 -1.068
```

Multiplicity   1
Energy   -8362.824 eV
Total charge   -1
Gap between HOMO and LUMO   8.232 eV
LUMO   4.42 eV
HOMO   -3.8 eV